[1]
The following is a quantum chemistry calculation of a cluster of 2 separate species, C5H13NO2 in total at a distorted geometry, from the OMol25 dataset.

```
21
Properties=species:S:1:pos:R:3:forces:R:3:mulliken_charge:R:1
C -1.84365 -1.38980 0.38101 -0.40 0.86 0.91 -0.444
H -2.80593 0.55524 -0.02137 -0.19 -0.37 0.00 0.335
H -1.85898 0.54402 1.39721 -0.06 -0.23 0.27 0.305
H -1.67587 -1.92167 1.31884 0.26 -0.52 -0.24 0.298
C -0.54225 -1.08159 -0.34440 0.10 0.06 -0.15 -0.510
C -2.54379 -0.09388 0.82603 0.37 0.73 -0.58 -1.133
C 0.46868 -0.35906 0.58217 -0.17 -1.28 0.41 -0.625
H 3.62854 -0.35463 -0.65404 0.05 0.15 -0.12 0.272
H 1.52307 2.92387 -1.96136 -0.50 0.20 -0.29 0.298
O 0.94082 3.57011 -1.53076 1.04 -0.49 0.18 -0.632
O 2.23068 -1.96463 0.64923 -0.03 -0.34 0.37 -0.174
H 2.35240 0.86695 -0.67542 0.23 -0.17 -0.01 0.184
H -0.78208 -0.44416 -1.19519 0.20 0.09 -0.09 0.289
N 2.69077 -0.05518 -0.42436 -0.10 -0.01 0.24 -0.252
H -2.50270 -1.97231 -0.25024 -0.01 -0.20 -0.13 0.312
H -3.43078 -0.24819 1.43559 0.02 -0.18 -0.07 0.352
H 0.43012 0.71323 0.51090 0.22 0.52 0.01 0.481
H -0.07095 -1.97643 -0.74386 -0.14 -0.23 -0.03 0.394
C 1.89820 -0.82091 0.28237 -0.33 0.96 -0.87 0.534
H 1.61107 4.18324 -1.19140 -0.47 0.25 0.06 0.341
H 0.28263 -0.67422 1.60906 -0.09 0.19 0.11 0.374
```
Forces are in eV/Å.

Spin multiplicity: 2
Charge: +1
Kohn-Sham gap (spin up / spin down), eV: 11.1 / 6.1
HOMO (spin up / spin down), eV: -15.071 / -15.071
Energy above the lowest of the compared OMol25 structures with the same formula, charge and spin, kJ/mol: 70.8
Expectation value of S²: 0.755

=====

[2]
The following is a quantum chemistry calculation of a cluster of 2 separate species, CH6O in total at a distorted geometry, from the OMol25 dataset.

```
8
Properties=species:S:1:pos:R:3:forces:R:3:mulliken_charge:R:1
H -0.70707 -1.55748 -2.17942 -0.28 0.40 0.17 0.322
C 0.62394 0.57483 1.08935 1.33 -0.71 1.02 -0.957
O -1.39609 -0.87748 -2.11767 0.03 -0.59 -0.66 -0.649
H -1.21619 -0.36915 -1.33482 0.26 0.18 0.50 0.324
H 1.55537 1.09132 1.35419 -0.71 0.85 0.18 0.268
H -0.11878 0.55831 1.87653 0.12 0.31 0.38 0.254
H 0.16321 1.00611 0.21482 0.27 -0.42 -0.58 0.182
H 1.09560 -0.42647 1.09702 -1.02 -0.02 -1.03 0.255
```
Forces are in eV/Å.

Spin multiplicity: 1
SMILES: C.O
Charge: 0
Kohn-Sham gap, eV: 12.4
HOMO, eV: -11.555
Energy above the lowest of the compared OMol25 structures with the same formula, charge and spin, kJ/mol: 23.1

=====

[3]
The following is a quantum chemistry calculation of a structure of composition C2H2FLi2OYb at a distorted geometry, from the OMol25 dataset.

```
9
Properties=species:S:1:pos:R:3:forces:R:3:mulliken_charge:R:1
O -0.33447 0.29328 1.08790 -2.68 -1.71 -1.08 -0.519
F -0.03022 2.99543 -2.08792 0.09 -0.91 1.18 -0.878
C 1.76824 1.14587 1.68077 -0.83 -1.33 -0.35 -1.371
H 0.59649 -0.30831 2.86268 -0.01 0.18 -0.05 0.233
Li 0.20951 2.52534 -0.45642 0.14 0.71 -0.23 0.798
H 2.55765 1.10983 2.44456 -0.07 0.27 -0.35 0.156
C 0.73666 0.34394 1.98720 1.36 1.00 -0.30 0.462
Li 1.48294 0.15708 -0.46221 0.16 0.50 1.08 0.786
Yb -2.25866 -0.83554 1.08836 1.85 1.29 0.11 1.335
```
Forces are in eV/Å.

Spin multiplicity: 1
Charge: +1
Kohn-Sham gap, eV: 4.3
HOMO, eV: -10.942

=====

[4]
The following is a quantum chemistry calculation of a cluster of 2 separate species, C5H12N2 in total at a distorted geometry, from the OMol25 dataset.

```
19
Properties=species:S:1:pos:R:3:forces:R:3:mulliken_charge:R:1
H -2.51744 0.12459 -0.94939 0.03 0.01 0.04 0.351
H -2.49727 -0.94758 0.45830 0.02 0.04 0.00 0.349
N 2.70680 -0.13117 -0.30639 0.17 0.02 -0.06 -0.742
H -0.83138 -0.65853 2.23447 -0.03 0.01 -0.02 0.303
C -1.06840 0.68262 0.56672 0.01 -0.12 -0.05 0.910
C 0.83970 -1.21269 -1.02052 0.14 0.07 0.09 -0.958
H 1.22414 -2.19751 -0.71117 -0.03 0.09 0.00 0.348
H -3.22903 0.64946 0.57232 0.05 -0.03 -0.02 0.343
H 3.21497 -0.95248 -0.62619 -0.14 0.08 0.07 0.226
H 0.46411 0.64179 2.07745 0.07 -0.04 -0.09 0.288
N 1.36869 -0.15328 -0.17564 0.81 -0.59 -0.46 0.347
H 0.41603 2.17574 0.10730 0.07 -0.10 -0.02 0.288
H 1.11534 -1.06315 -2.07357 -0.02 0.04 0.08 0.319
C -2.39622 0.09125 0.13583 0.03 0.02 0.02 -1.291
C -0.44530 1.62518 -0.23534 -0.55 0.34 0.23 -0.927
H -0.89364 1.95033 -1.16682 -0.03 -0.02 0.01 0.308
H -0.24231 -1.21937 -0.93480 -0.04 -0.02 -0.01 0.261
C -0.40909 0.16130 1.66537 -0.54 0.29 0.24 -0.913
H 3.18030 0.43351 0.38208 -0.04 -0.08 -0.04 0.190
```
Forces are in eV/Å.

Spin multiplicity: 1
Charge: 0
Kohn-Sham gap (spin up / spin down), eV: 7.8 / 8.2
HOMO (spin up / spin down), eV: -7.393 / -7.154
Energy above the lowest of the compared OMol25 structures with the same formula, charge and spin, kJ/mol: 445.3

=====

[5]
The following is a quantum chemistry calculation of the ion C5H12FN2O2S with charge -1 at a distorted geometry, from the OMol25 dataset.

```
23
Properties=species:S:1:pos:R:3:forces:R:3:mulliken_charge:R:1
H 1.19392 -0.54577 1.10470 0.00 0.55 0.13 0.420
N 0.41678 1.78104 1.65544 -0.48 -0.03 -1.71 -0.614
H 1.02764 -1.50898 -2.33058 0.09 -0.18 -0.21 0.422
S 1.16436 2.37189 0.42336 0.20 -0.15 2.20 1.021
C 0.28884 -1.12821 0.99562 -0.05 -0.59 -0.30 -0.629
C -0.90251 1.21752 1.40081 0.06 -0.35 0.52 -0.603
H 0.93084 -0.10901 -1.31695 0.38 0.31 0.14 0.079
F 0.16903 2.29577 -0.86291 -0.23 -0.17 -0.18 -0.331
H -1.61963 -0.52065 0.27123 -0.23 0.13 -0.34 0.454
C -1.01036 -0.32545 1.14225 0.40 0.20 0.18 -0.756
N -0.90445 -0.72482 -2.10900 -0.03 -0.35 0.17 -0.620
H 0.30845 -1.87405 1.78567 0.16 -0.12 0.30 0.330
H -1.12992 0.24729 -1.96268 -0.01 0.12 -0.12 0.237
C 0.43017 -1.03321 -1.55912 -0.45 0.06 -0.18 -0.218
H -1.56531 -0.75917 1.96715 -0.16 -0.07 0.27 0.427
H -1.44299 1.72505 0.60778 0.01 0.18 -0.26 0.260
H 1.34618 -2.45278 -0.29467 0.12 -0.33 0.06 0.357
H -0.93988 -0.93334 -3.09364 -0.04 0.19 -0.11 0.206
H -0.42126 -2.62238 -0.35998 -0.11 -0.28 -0.32 0.375
C 0.40163 -1.91451 -0.32142 0.05 0.52 0.46 -0.927
O 1.43220 3.76850 0.55604 -0.06 1.15 -0.24 -0.687
H -1.48681 1.42012 2.29445 -0.16 0.02 0.26 0.433
O 2.31307 1.62515 0.00646 0.55 -0.82 -0.73 -0.636
```
Forces are in eV/Å.

Spin multiplicity: 1
SMILES: NCCCCCN=[S@@](=O)([O-])F
Charge: -1
Kohn-Sham gap, eV: 7.8
HOMO, eV: -3.967

=====

[6]
The following is a quantum chemistry calculation of a structure of composition C7H15ClI2O2PTl at a distorted geometry, from the OMol25 dataset.

```
29
Properties=species:S:1:pos:R:3:forces:R:3:mulliken_charge:R:1
P -0.78760 -0.01065 -2.30792 -3.58 0.22 -0.23 0.907
I 3.59443 -2.26137 -1.39786 1.04 -0.01 -0.81 0.109
H -1.19218 0.41607 5.00942 -0.07 -0.04 -0.35 0.364
O 0.81945 0.47142 2.39162 -0.35 -0.30 0.48 -0.521
H -1.73165 0.12766 3.30991 -0.10 -0.14 0.16 0.229
H -2.49314 1.54794 -1.75243 -0.10 0.27 -0.12 0.440
C -1.01317 0.63992 3.95378 0.31 0.53 -0.18 -0.992
C 0.37050 0.21120 3.50788 -0.08 -0.53 0.09 0.803
H -1.16620 2.32851 -2.70024 -0.29 0.02 0.06 0.387
C 2.65141 1.07191 -1.32132 -0.34 0.96 3.60 0.115
H -2.38840 -1.09947 -3.62609 0.09 -0.16 0.05 0.419
Cl -1.13931 -0.08623 0.09735 0.98 0.46 -3.10 -0.175
H 0.88404 -0.47002 5.50631 0.01 -0.13 -0.16 0.399
I 5.02352 1.08104 -1.79900 0.57 -0.29 -0.47 0.165
H 2.17132 -0.64678 4.28128 0.10 -0.10 0.01 0.321
H -0.38793 0.02430 -4.66621 -0.61 -0.05 0.51 0.408
H 0.75943 -1.74208 4.25014 0.09 0.40 0.21 0.279
C 1.10266 -0.71030 4.46419 -0.03 0.19 -0.40 -1.123
C -1.81344 1.45260 -2.59585 0.48 -0.01 0.64 -1.201
H -1.17387 1.71106 3.78133 0.16 -0.17 0.02 0.328
H 0.94193 -0.83718 -3.89574 -0.06 0.13 0.16 0.374
H -2.37068 1.26612 -3.52131 0.17 0.06 0.09 0.423
C 0.28429 0.03234 -3.80047 2.12 -0.04 0.69 -1.082
Tl 1.40324 -1.53394 0.36500 -0.33 -0.16 1.54 0.631
H -1.27062 -2.30669 -2.87777 -0.38 0.11 0.07 0.402
O 2.50480 1.30514 -0.18531 -0.24 -0.70 -3.19 -0.189
H -2.57940 -1.51522 -1.88377 0.01 -0.25 -0.29 0.410
C -1.87202 -1.40308 -2.70932 0.47 -0.11 0.73 -1.038
H 0.88520 0.94368 -3.86970 -0.05 -0.14 0.21 0.412
```
Forces are in eV/Å.

Spin multiplicity: 1
Charge: +2
Kohn-Sham gap (spin up / spin down), eV: 5.0 / 5.1
HOMO (spin up / spin down), eV: -15.272 / -15.408
Energy above the lowest of the compared OMol25 structures with the same formula, charge and spin, kJ/mol: 0.0

=====

[7]
The following is a quantum chemistry calculation of a structure of composition C25H18BrN5NaO2S2, from the OMol25 dataset.

```
54
Properties=species:S:1:pos:R:3:forces:R:3:mulliken_charge:R:1
H -0.29827 -2.97805 -0.00117 -0.02 0.00 0.00 0.426
H -3.13891 3.59106 0.27110 0.01 0.01 0.00 0.168
H 5.14137 5.21602 0.24705 0.02 0.01 0.00 0.365
N 1.13228 -1.74050 0.80210 -0.11 0.23 0.08 -0.262
C 4.25670 3.33317 -0.34004 0.03 0.00 0.01 -0.694
C 2.42233 -1.57276 1.07013 0.16 -0.06 0.01 -0.519
C -6.43954 4.35961 0.42942 -0.04 0.02 -0.05 1.061
C 3.40201 -2.51133 0.76124 -0.11 0.05 0.00 -0.507
H 2.70093 -0.64077 1.54506 -0.03 0.02 -0.01 0.495
C 3.01728 -3.68408 0.14517 0.03 0.05 0.03 -0.214
C 0.75852 -2.86614 0.21025 0.02 0.06 0.01 -0.237
N -2.43360 1.22009 1.53355 -0.28 -0.14 0.06 -0.428
C 3.01990 5.34348 0.06917 0.05 0.00 0.02 -0.916
C -4.15712 3.61982 0.63831 0.07 -0.01 0.03 -0.018
C 4.21843 4.69573 0.02446 -0.02 -0.06 -0.02 -0.421
H -2.62570 -2.17567 -1.26456 0.04 0.02 -0.02 0.428
H 4.43675 -2.30251 0.98916 0.03 -0.02 0.00 0.389
S -4.70586 -0.23826 0.89783 -0.29 -0.01 0.07 -0.056
C 0.58516 5.37791 -0.24426 0.04 -0.05 0.02 -1.002
C 3.08966 2.67805 -0.60666 -0.07 0.04 0.03 0.132
O -3.92092 1.15256 3.57735 0.02 0.06 -0.06 -0.688
H -8.35825 4.80064 -0.08525 0.01 -0.01 -0.02 0.225
N 0.82841 -6.03655 -1.26575 0.00 0.00 0.00 -0.507
S -3.21362 2.02105 2.65700 -0.12 0.06 0.21 1.275
H 2.97499 6.39672 0.32458 -0.02 0.01 0.00 0.317
H -1.49515 5.27558 -0.62919 -0.02 -0.03 0.01 0.320
C -6.75721 3.66057 1.59034 0.02 -0.04 0.04 -0.717
C -0.55936 4.72489 -0.58995 -0.03 0.02 -0.05 -0.560
Na -0.43610 0.79398 0.56286 0.56 -0.08 -0.35 0.754
C -5.78303 2.94208 2.26603 0.01 -0.03 -0.02 -0.257
C -5.12611 4.33301 -0.04016 0.02 -0.02 0.01 -0.585
Br 3.25067 0.85798 -1.16292 0.01 -0.06 0.01 -0.202
H 5.19916 2.80974 -0.42371 0.02 0.02 0.01 0.395
H -6.02845 2.37740 3.15495 0.01 -0.01 0.02 0.475
C -3.07886 -1.48464 -0.56720 -0.17 -0.07 -0.05 -0.720
N -2.30198 -0.54502 0.04749 -0.19 0.00 -0.02 -0.355
C 0.59653 2.53537 -0.82439 0.06 0.24 0.15 -1.384
H -1.48782 2.87814 -1.13689 -0.04 0.00 0.12 0.558
N -7.41314 5.11590 -0.23539 0.01 0.03 0.02 -0.603
H -7.22142 5.27255 -1.21216 -0.01 -0.02 0.00 0.230
C 1.66521 -3.86539 -0.13320 -0.12 -0.14 -0.07 0.415
C -4.39461 -1.48116 -0.25117 0.13 -0.14 -0.14 -0.378
H 3.73725 -4.44628 -0.12026 -0.01 -0.01 -0.01 0.459
H -4.86657 4.86995 -0.94533 -0.01 0.02 -0.01 0.304
O -2.29606 2.98269 3.20757 -0.01 0.01 0.02 -0.779
C 1.79675 3.27982 -0.54709 0.14 -0.26 -0.12 1.136
C -4.48112 2.91936 1.79356 -0.03 0.12 -0.04 -0.777
C -3.02703 0.21429 0.85578 0.35 -0.04 0.14 0.463
H 0.57917 6.43068 0.01498 0.02 0.01 -0.02 0.289
H -5.16544 -2.13804 -0.61436 -0.04 0.00 0.01 0.386
H -7.77570 3.67206 1.96165 -0.01 0.01 0.00 0.266
C 1.81125 4.66756 -0.23082 -0.12 0.24 0.01 1.170
C 1.19567 -5.06957 -0.76481 0.05 0.04 0.01 0.060
C -0.53455 3.33610 -0.86591 0.00 -0.08 -0.10 -0.173
```
Forces are in eV/Å.

Spin multiplicity: 1
Charge: -1
Kohn-Sham gap, eV: 6.2
HOMO, eV: -4.170